Computed, not measured: a 9-piece molecular cluster, C26H74N4O9 overall, with the ωB97M-V functional and the def2-TZVPD basis.

XYZ file:
```
113
Properties=species:S:1:pos:R:3:lowdin_spin:R:1
C 0.02 -3.47 -0.73 0.0000
C -0.91 -3.28 0.50 0.0001
C -1.33 -4.64 1.25 0.0000
O -1.77 -5.63 0.31 0.0000
C -1.91 -6.93 0.88 0.0000
N -0.21 -2.33 1.35 0.0000
H -0.63 -4.03 -1.40 0.0000
H 0.90 -4.08 -0.56 0.0000
H 0.17 -2.56 -1.31 0.0000
H -1.84 -2.82 0.16 0.0001
H -2.12 -4.56 2.00 0.0000
H -0.48 -5.07 1.76 0.0000
H -2.03 -7.71 0.13 0.0000
H -2.76 -7.08 1.55 0.0000
H -0.96 -7.22 1.32 0.0000
H -0.58 -2.49 2.27 0.0000
H 0.72 -2.72 1.42 0.0000
C -3.20 -1.02 2.26 0.0057
C -4.59 -0.77 2.88 0.1127
C -4.64 -1.06 4.43 0.0606
O -4.33 -2.41 4.75 0.0071
C -4.49 -2.58 6.18 0.0042
N -4.93 0.63 2.62 0.7077
H -3.26 -1.20 1.19 0.0012
H -2.74 -1.90 2.71 -0.0003
H -2.52 -0.18 2.42 0.0023
H -5.28 -1.44 2.37 0.0447
H -5.68 -0.88 4.69 0.0014
H -4.02 -0.31 4.92 0.0022
H -3.66 -2.11 6.72 0.0002
H -4.43 -3.64 6.39 0.0011
H -5.46 -2.18 6.48 0.0000
H -5.88 0.88 2.38 0.0218
H -4.34 0.91 1.85 0.0225
C 3.46 -1.48 -0.13 0.0000
C 4.96 -1.29 -0.27 0.0000
C 5.72 -2.61 -0.57 0.0000
O 7.10 -2.44 -0.38 0.0000
C 7.87 -3.59 -0.64 0.0000
N 5.24 -0.23 -1.29 0.0000
H 3.04 -1.67 -1.11 0.0000
H 2.97 -0.58 0.25 0.0000
H 3.21 -2.27 0.58 0.0000
H 5.25 -0.93 0.72 0.0000
H 5.48 -2.81 -1.61 0.0000
H 5.28 -3.37 0.08 0.0000
H 7.97 -3.74 -1.71 0.0000
H 7.54 -4.48 -0.11 0.0000
H 8.85 -3.43 -0.19 0.0000
H 4.99 0.69 -0.96 0.0000
H 6.24 -0.12 -1.26 0.0000
C -1.72 -0.30 -3.86 0.0000
C -2.92 0.62 -4.16 0.0000
C -2.68 1.77 -5.13 0.0000
O -1.80 2.80 -4.61 0.0000
C -1.72 3.86 -5.51 0.0000
N -3.82 -0.30 -4.86 0.0000
H -1.94 -0.99 -3.05 0.0000
H -0.80 0.25 -3.68 0.0000
H -1.34 -0.90 -4.69 0.0000
H -3.39 1.00 -3.25 0.0000
H -3.64 2.22 -5.39 0.0000
H -2.22 1.41 -6.05 0.0000
H -2.71 4.23 -5.78 0.0000
H -1.15 3.46 -6.35 0.0000
H -1.22 4.73 -5.08 0.0000
H -3.89 -1.09 -4.24 0.0000
H -4.73 0.15 -4.86 0.0000
C 3.15 -0.80 3.53 0.0000
C 4.11 -1.89 4.05 0.0000
O 4.69 -2.53 2.98 0.0000
H 2.22 -1.25 3.18 0.0000
H 3.64 -0.24 2.73 0.0000
H 2.84 -0.17 4.36 0.0000
H 3.58 -2.60 4.67 0.0000
H 4.89 -1.51 4.71 0.0000
H 5.63 -2.35 3.09 0.0000
C 0.23 5.35 1.10 0.0000
C 1.16 6.13 2.03 0.0000
O 0.52 7.32 2.45 0.0000
H -0.69 5.03 1.59 0.0000
H 0.77 4.50 0.67 0.0000
H 0.01 6.10 0.34 0.0000
H 2.09 6.39 1.54 0.0000
H 1.51 5.58 2.90 0.0000
H 0.63 8.04 1.83 0.0000
C 1.52 4.58 -2.49 0.0000
C 1.78 3.48 -3.54 0.0000
O 3.13 3.48 -3.80 0.0000
H 1.86 5.57 -2.77 0.0000
H 2.03 4.19 -1.60 0.0000
H 0.44 4.69 -2.41 0.0000
H 1.33 3.54 -4.53 0.0000
H 1.50 2.51 -3.13 0.0000
H 3.29 3.81 -4.68 0.0000
C 0.58 1.07 0.81 0.0000
C 0.30 0.60 -0.63 0.0000
O -0.92 -0.14 -0.67 0.0002
H -0.37 1.47 1.18 0.0000
H 1.23 1.94 0.74 0.0000
H 0.89 0.33 1.55 0.0000
H 1.14 0.08 -1.09 0.0000
H 0.16 1.51 -1.21 0.0000
H -0.82 -0.87 -0.04 0.0000
C -2.63 3.11 -1.49 0.0005
C -2.86 2.91 -0.01 0.0006
O -3.17 1.51 0.13 0.0032
H -2.31 4.11 -1.76 0.0001
H -3.47 2.84 -2.14 0.0000
H -1.89 2.42 -1.90 0.0000
H -3.76 3.43 0.30 0.0001
H -1.92 3.01 0.54 0.0000
H -2.35 1.06 -0.10 0.0001
```

Values from the calculation:
⟨S²⟩ = 0.754
Charge = +1
Multiplicity = 2
Orbital gap (alpha / beta) = 8.05 / 2.53 eV
E = -1930.67496 a.u.
Energy above the lowest of the compared OMol25 structures with the same formula, charge and spin = 30.2 kcal/mol
LUMO level (alpha / beta) = -2.72 / -8.24 eV


Computed, not measured: a 9-piece molecular cluster, C26H75N5O9 overall, with the ωB97M-V functional and the def2-TZVPD basis.

XYZ file:
```
115
Properties=species:S:1:pos:R:3:lowdin_spin:R:1
C -1.11 0.29 0.32 0.0000
C -0.40 0.38 -1.06 0.0000
C -1.28 0.19 -2.23 0.0000
O 0.12 1.68 -1.16 0.0003
H -1.53 -0.68 0.58 0.0000
H -1.87 1.07 0.37 0.0000
H -0.37 0.49 1.11 0.0000
H 0.48 -0.26 -1.07 0.0000
H -0.66 0.43 -3.10 0.0000
H -2.11 0.87 -2.10 0.0000
H -1.82 -0.75 -2.36 0.0000
H 0.95 1.80 -0.70 0.0000
C -4.55 -5.37 1.42 0.0000
C -3.80 -4.06 1.66 0.0000
C -4.50 -2.86 0.98 0.0000
O -4.65 -3.09 -0.42 0.0000
C -3.57 -3.24 -1.24 0.0000
N -3.68 -3.93 3.13 0.0000
H -4.23 -6.18 2.08 0.0000
H -4.46 -5.64 0.37 0.0000
H -5.61 -5.16 1.53 0.0000
H -2.77 -4.22 1.34 0.0000
H -3.90 -1.97 1.16 0.0000
H -5.52 -2.60 1.26 0.0000
H -3.98 -3.40 -2.24 0.0000
H -2.96 -4.12 -1.03 0.0000
H -2.89 -2.39 -1.20 0.0000
H -2.84 -4.46 3.32 0.0000
H -3.37 -2.98 3.26 0.0000
C 3.65 1.78 -1.86 0.0002
C 3.39 1.38 -0.43 0.0000
C 4.75 1.47 0.33 0.0000
O 5.69 0.48 -0.05 0.0000
C 7.05 0.76 0.21 0.0000
N 2.33 2.19 0.17 0.0000
H 4.14 2.74 -1.99 0.0000
H 2.72 1.87 -2.43 0.0002
H 4.34 1.08 -2.33 0.0000
H 3.05 0.34 -0.38 0.0000
H 4.60 1.41 1.41 0.0000
H 5.18 2.45 0.13 0.0000
H 7.77 0.28 -0.46 0.0000
H 7.31 0.44 1.22 0.0000
H 7.28 1.82 0.07 0.0000
H 2.46 2.29 1.16 0.0000
H 2.63 3.11 -0.12 0.0000
C -0.97 1.03 -8.21 0.0215
C -0.76 1.89 -7.02 0.1059
C 0.78 2.21 -6.79 0.0973
O 1.55 1.04 -6.38 0.3243
C 1.16 0.46 -5.14 0.0304
N -1.52 3.10 -7.33 0.3331
H -1.92 0.51 -8.15 0.0056
H -0.24 0.23 -8.12 0.0000
H -0.95 1.53 -9.18 0.0015
H -1.21 1.46 -6.12 0.0063
H 0.85 2.79 -5.87 0.0137
H 1.23 2.73 -7.63 0.0020
H 1.23 1.18 -4.33 0.0092
H 1.88 -0.35 -4.99 0.0006
H 0.13 0.10 -5.19 0.0170
H -1.01 3.61 -8.04 0.0140
H -1.39 3.74 -6.55 0.0137
C 5.08 -1.88 3.31 0.0000
C 3.87 -2.60 2.92 0.0000
C 3.32 -2.00 1.57 0.0000
O 2.18 -2.66 1.07 0.0000
C 1.06 -2.68 1.95 0.0000
N 4.17 -4.00 2.76 0.0000
H 5.54 -2.31 4.19 0.0000
H 4.93 -0.82 3.55 0.0000
H 5.81 -1.92 2.50 0.0000
H 3.11 -2.50 3.69 0.0000
H 4.15 -2.13 0.87 0.0000
H 3.09 -0.94 1.66 0.0000
H 0.94 -1.73 2.47 0.0000
H 1.20 -3.36 2.80 0.0000
H 0.14 -2.89 1.41 0.0000
H 3.30 -4.46 2.53 0.0000
H 4.66 -4.14 1.89 0.0000
C -3.79 0.92 2.80 0.0000
C -4.29 0.12 3.96 0.0000
C -3.13 -0.49 4.87 0.0000
O -2.27 -1.39 4.07 0.0000
C -1.27 -1.99 4.94 0.0000
N -5.08 1.07 4.75 0.0000
H -4.56 1.19 2.08 0.0000
H -3.04 0.42 2.18 0.0000
H -3.32 1.86 3.10 0.0000
H -4.81 -0.73 3.54 0.0000
H -3.53 -0.93 5.78 0.0000
H -2.45 0.31 5.18 0.0000
H -1.68 -2.63 5.72 0.0000
H -0.55 -1.29 5.36 0.0000
H -0.62 -2.64 4.34 0.0000
H -4.47 1.84 5.00 0.0000
H -5.66 1.64 4.14 0.0000
C -1.97 3.67 -4.05 0.0001
O -1.11 4.66 -4.52 0.0028
H -1.58 2.68 -4.30 0.0000
H -2.23 3.76 -3.00 0.0001
H -2.91 3.80 -4.60 0.0000
H -0.75 5.09 -3.73 0.0000
C -0.71 3.56 1.51 0.0000
O -1.04 3.82 0.17 0.0000
H -0.58 4.52 2.01 0.0000
H -1.53 3.02 1.98 0.0000
H 0.22 3.03 1.74 0.0000
H -0.84 3.03 -0.34 0.0000
C 1.96 1.00 3.39 0.0000
O 2.50 2.27 2.99 0.0000
H 1.46 0.56 2.53 0.0000
H 2.81 0.40 3.72 0.0000
H 1.23 1.12 4.19 0.0000
H 2.71 2.74 3.80 0.0000
```

Values from the calculation:
⟨S²⟩ = 0.759
Charge = +1
Multiplicity = 2
Orbital gap (alpha / beta) = 8.51 / 2.20 eV
E = -1986.00715 a.u.
LUMO level (alpha / beta) = -2.21 / -8.52 eV


Computed, not measured: a 13-piece molecular cluster, C26H78O13 overall, with the ωB97M-V functional and the def2-TZVPD basis.

XYZ file:
```
117
Properties=species:S:1:pos:R:3:lowdin_charge:R:1
C -14.95 -46.72 -1.10 -0.0297
C -15.75 -45.52 -1.72 -0.3411
O -16.69 -45.11 -0.85 -0.0911
H -15.77 -47.59 -1.13 0.1209
H -14.72 -46.42 -0.13 0.0209
H -14.17 -47.02 -1.84 0.0774
H -16.15 -45.80 -2.61 0.0663
H -14.89 -44.71 -1.93 0.1523
H -17.43 -44.75 -1.46 0.1502
C -16.26 -42.00 -3.98 -0.0439
C -17.55 -42.32 -3.19 -0.2379
O -17.19 -42.39 -1.82 -0.0706
H -15.55 -42.76 -3.65 0.0600
H -16.02 -41.00 -4.09 0.0518
H -16.54 -42.16 -5.04 0.0785
H -18.07 -43.18 -3.26 0.0696
H -18.21 -41.52 -3.30 0.0902
H -16.62 -41.80 -1.42 0.0481
C -13.83 -49.64 3.42 -0.0552
C -14.74 -48.43 3.41 -0.3228
O -15.06 -48.05 2.13 -0.0905
H -12.69 -49.36 3.12 0.1358
H -14.14 -50.36 2.86 -0.0236
H -13.71 -50.35 4.26 0.0881
H -14.52 -47.50 4.04 0.1352
H -15.75 -48.62 3.70 0.1025
H -15.62 -47.34 1.94 0.0333
C -17.11 -44.97 3.81 -0.0800
C -17.01 -44.75 2.36 -0.3226
O -15.98 -45.37 1.68 -0.1165
H -17.31 -45.92 4.12 0.0426
H -17.82 -44.62 4.47 0.0615
H -16.30 -44.74 4.53 0.0953
H -16.99 -43.77 2.34 0.0664
H -18.00 -44.95 1.98 0.1130
H -16.09 -45.23 0.60 0.1234
C -20.63 -43.09 -0.18 -0.0053
C -20.72 -44.52 0.43 -0.3448
O -21.86 -45.23 0.19 -0.0628
H -21.20 -43.27 -1.17 0.1138
H -19.81 -42.60 -0.13 -0.0039
H -21.15 -42.56 0.50 0.0362
H -20.53 -44.70 1.55 0.1441
H -20.10 -45.05 -0.16 0.0452
H -21.88 -45.82 0.92 0.0788
C -14.14 -51.06 -2.12 -0.0560
C -13.90 -50.31 -0.88 -0.3302
O -15.02 -50.07 -0.08 -0.0943
H -13.22 -51.37 -2.78 0.1428
H -14.70 -50.46 -2.78 0.0528
H -14.55 -51.86 -2.01 -0.0291
H -13.24 -49.53 -1.08 0.0872
H -13.30 -50.99 -0.23 0.1291
H -14.63 -49.57 0.71 0.1043
C -19.04 -48.44 -1.21 -0.0815
C -18.18 -49.47 -0.39 -0.3255
O -17.62 -50.47 -1.18 -0.1047
H -19.38 -47.80 -0.43 0.0405
H -19.82 -48.79 -1.89 0.0755
H -18.34 -47.81 -1.81 0.0562
H -19.00 -50.09 0.04 0.1086
H -17.52 -49.03 0.38 0.1138
H -16.64 -50.42 -1.03 0.0607
C -10.17 -47.23 0.22 0.0008
C -11.17 -46.52 -0.76 -0.3267
O -10.51 -45.51 -1.41 -0.0873
H -9.75 -47.95 -0.56 0.1040
H -10.75 -47.83 1.09 0.1247
H -9.69 -46.61 0.63 -0.0728
H -12.11 -45.95 -0.32 0.1212
H -11.68 -46.98 -1.45 0.0266
H -10.96 -45.09 -2.18 0.0605
C -16.73 -48.73 -4.54 -0.0549
C -15.33 -48.73 -5.18 -0.3253
O -14.41 -48.08 -4.37 -0.1375
H -17.41 -49.51 -5.09 0.1209
H -17.30 -47.88 -4.87 0.0497
H -16.85 -48.97 -3.55 0.0122
H -15.22 -48.42 -6.19 0.0881
H -14.90 -49.86 -5.25 0.1461
H -13.48 -48.56 -4.48 0.1752
C -20.68 -45.65 -3.51 -0.0589
C -22.03 -45.03 -3.53 -0.2158
O -22.05 -44.09 -4.71 -0.0870
H -20.65 -46.24 -2.57 0.0796
H -19.83 -45.11 -3.19 0.0499
H -20.35 -46.20 -4.29 0.0396
H -22.33 -44.52 -2.56 0.1115
H -22.89 -45.45 -3.71 0.0511
H -22.88 -43.69 -4.82 0.0267
C -14.58 -43.67 -6.59 -0.0608
C -15.19 -44.95 -6.01 -0.1751
O -14.19 -45.51 -5.00 -0.0049
H -14.23 -43.98 -7.64 0.1208
H -14.01 -43.21 -5.77 0.0763
H -15.20 -42.96 -6.86 -0.0048
H -15.59 -45.61 -6.80 0.1136
H -16.00 -44.86 -5.33 0.0859
H -14.42 -46.24 -4.87 -0.1667
C -11.13 -42.30 -3.25 -0.0453
C -12.36 -43.21 -3.07 -0.2759
O -12.20 -44.53 -3.54 -0.0695
H -11.08 -41.49 -2.66 0.0228
H -10.87 -42.07 -4.41 0.1356
H -10.30 -42.88 -3.06 0.0332
H -13.38 -42.72 -3.60 0.1604
H -12.35 -43.55 -2.20 0.0191
H -12.83 -44.63 -4.18 -0.0230
C -11.56 -44.29 3.08 -0.1084
C -12.86 -44.66 2.35 -0.2851
O -13.89 -44.83 3.38 -0.0553
H -11.76 -43.28 3.58 0.0823
H -10.74 -44.06 2.24 0.1115
H -11.18 -44.91 3.90 0.0629
H -12.65 -45.54 1.72 0.0753
H -13.23 -43.83 1.65 0.1308
H -14.59 -45.28 3.20 -0.0873
```

Values from the calculation:
Multiplicity = 1
Orbital gap = 9.44 eV
E = -2014.71841 a.u.
Energy above the lowest of the compared OMol25 structures with the same formula, charge and spin = 470.2 kcal/mol
LUMO level = 0.41 eV


Computed, not measured: a 13-piece molecular cluster, C26H78O13 overall, with the ωB97M-V functional and the def2-TZVPD basis.

XYZ file:
```
117
Properties=species:S:1:pos:R:3:lowdin_charge:R:1
C 17.26 -18.04 -5.21 -0.0690
C 17.28 -16.59 -4.77 -0.3011
O 17.08 -16.43 -3.37 -0.1090
H 18.00 -18.64 -4.69 0.0774
H 17.42 -18.09 -6.29 0.0776
H 16.30 -18.52 -5.01 0.0624
H 16.55 -16.02 -5.37 0.1048
H 18.18 -16.02 -5.05 0.1144
H 16.26 -16.93 -3.20 0.0628
C 23.93 -13.67 -3.27 -0.0798
C 22.64 -13.08 -2.73 -0.2966
O 21.70 -14.16 -2.61 -0.0924
H 23.86 -13.88 -4.34 0.0722
H 24.08 -14.65 -2.81 0.0723
H 24.85 -13.10 -3.09 0.0689
H 22.22 -12.22 -3.27 0.1032
H 22.84 -12.62 -1.76 0.0795
H 21.54 -14.24 -1.67 0.0306
C 19.73 -16.84 -1.54 -0.0753
C 21.19 -17.16 -1.80 -0.3213
O 21.33 -18.58 -1.81 -0.0761
H 19.58 -17.14 -0.49 0.0755
H 19.02 -17.43 -2.11 0.0642
H 19.45 -15.81 -1.70 0.0539
H 21.81 -16.72 -1.00 0.0920
H 21.56 -16.73 -2.73 0.1020
H 22.27 -18.77 -1.69 0.0782
C 15.86 -12.90 2.61 -0.0923
C 16.76 -11.76 3.10 -0.3012
O 17.52 -11.31 1.98 -0.0858
H 16.40 -13.75 2.19 0.0596
H 15.27 -12.54 1.76 0.0707
H 15.15 -13.25 3.35 0.0746
H 17.43 -12.10 3.88 0.1092
H 16.09 -10.98 3.47 0.1047
H 18.46 -11.31 2.16 0.0728
C 13.54 -19.40 -3.13 -0.0819
C 14.27 -18.81 -1.95 -0.3066
O 14.51 -17.43 -2.27 -0.1019
H 14.04 -19.34 -4.10 0.0642
H 12.54 -18.98 -3.17 0.0775
H 13.44 -20.48 -3.00 0.0785
H 15.22 -19.28 -1.68 0.0923
H 13.63 -18.89 -1.07 0.1104
H 14.78 -16.96 -1.46 0.0772
C 12.46 -14.44 -2.81 -0.0821
C 11.62 -13.54 -3.68 -0.3221
O 10.46 -12.94 -3.06 -0.0918
H 13.07 -13.91 -2.09 0.0642
H 13.05 -15.04 -3.50 0.0757
H 11.81 -15.21 -2.36 0.0759
H 11.22 -14.08 -4.54 0.1102
H 12.18 -12.72 -4.13 0.0968
H 9.89 -13.67 -2.81 0.0730
C 21.24 -14.47 0.95 -0.0798
C 21.64 -15.64 1.82 -0.3174
O 22.91 -15.41 2.43 -0.0693
H 22.00 -14.14 0.24 0.0664
H 21.03 -13.58 1.54 0.0757
H 20.36 -14.72 0.35 0.0690
H 21.65 -16.59 1.29 0.1004
H 20.86 -15.70 2.58 0.1136
H 22.96 -15.98 3.21 0.0798
C 23.21 -10.03 -0.31 -0.0786
C 21.96 -10.72 0.28 -0.3195
O 21.03 -11.04 -0.73 -0.1035
H 23.04 -9.24 -1.05 0.0655
H 23.87 -10.77 -0.77 0.0574
H 23.78 -9.58 0.52 0.0703
H 21.49 -10.09 1.05 0.1081
H 22.35 -11.61 0.77 0.0937
H 20.51 -10.26 -0.97 0.0487
C 14.47 -11.13 -2.69 -0.0861
C 13.79 -9.85 -3.14 -0.2785
O 14.09 -9.72 -4.54 -0.0947
H 14.41 -11.34 -1.62 0.0802
H 15.53 -11.16 -2.97 0.0598
H 14.11 -11.96 -3.30 0.0602
H 14.22 -9.04 -2.55 0.1106
H 12.71 -9.83 -2.96 0.1152
H 13.68 -8.88 -4.79 0.0975
C 17.20 -12.85 -6.83 -0.0883
C 16.57 -11.75 -6.00 -0.3303
O 15.20 -11.65 -6.35 -0.0911
H 16.70 -13.82 -6.84 0.0626
H 18.15 -13.09 -6.32 0.0712
H 17.41 -12.53 -7.85 0.0715
H 17.05 -10.79 -6.25 0.1097
H 16.75 -11.95 -4.94 0.0933
H 14.82 -10.88 -5.88 0.0403
C 16.14 -18.80 0.84 -0.0832
C 16.26 -17.50 1.63 -0.3034
O 15.57 -16.42 1.01 -0.0996
H 15.07 -19.00 0.78 0.0679
H 16.73 -19.58 1.31 0.0784
H 16.56 -18.67 -0.16 0.0627
H 17.28 -17.16 1.83 0.1094
H 15.73 -17.68 2.57 0.1066
H 16.18 -15.84 0.54 0.0356
C 18.05 -12.98 -1.93 -0.0655
C 16.84 -13.49 -1.18 -0.2756
O 16.85 -14.92 -1.10 -0.1058
H 18.93 -12.90 -1.28 0.0601
H 17.90 -11.92 -2.15 0.0664
H 18.39 -13.58 -2.77 0.0770
H 15.92 -13.14 -1.66 0.0847
H 16.84 -13.08 -0.17 0.0946
H 17.11 -15.20 -1.99 0.0414
C 20.18 -9.65 -4.11 -0.0737
C 19.44 -8.64 -3.26 -0.2870
O 19.86 -8.73 -1.89 -0.0941
H 21.26 -9.51 -4.05 0.0779
H 19.79 -9.68 -5.12 0.0739
H 20.04 -10.64 -3.67 0.0632
H 18.35 -8.71 -3.34 0.1073
H 19.66 -7.62 -3.59 0.1116
H 20.19 -7.89 -1.59 0.0920
```

Values from the calculation:
Multiplicity = 1
Orbital gap = 10.07 eV
E = -2015.36712 a.u.
Energy above the lowest of the compared OMol25 structures with the same formula, charge and spin = 63.1 kcal/mol
LUMO level = 0.42 eV